Entry 1:
The following is a DFT calculation (ωB97M-V/def2-TZVPD) of a cluster of 2 separate species, CHFNO3S in total at a distorted geometry.

Geometry as ORCA input:
```
! RIJCOSX wB97M-V def2-TZVPD def2/J DEFGRID3
* xyz -1 1
C 0.6050 0.0482 2.1103
N 0.7438 -0.9900 2.6185
O -0.2070 0.9444 -2.2060
O -0.3886 -1.4617 -1.4535
O -0.7421 0.0086 0.3395
F 0.5028 1.3135 1.9413
S -1.0832 -0.2495 -1.1070
H 0.5693 0.3866 -2.2431
*
```

Properties
- E_LUMO (eV) = 3.93
- Kohn-Sham gap (eV) = 8.52
- highest occupied orbital energy (eV) = -4.59
- energy relative to the best compared isomer or geometry (same formula, charge and spin) (eV) = 2.430


Entry 2:
The following is a DFT calculation (ωB97M-V/def2-TZVPD) of a cluster of 2 separate species, CHFO in total at a distorted geometry.

Geometry as ORCA input:
```
! RIJCOSX wB97M-V def2-TZVPD def2/J DEFGRID3
* xyz 0 1
C 0.3172 1.4268 0.0266
O 1.4438 1.8007 0.0843
F -0.7374 2.0985 -0.0429
H -0.1536 -0.2764 0.0092
*
```

Properties
- E_LUMO (eV) = 0.04
- Kohn-Sham gap (eV) = 11.01
- highest occupied orbital energy (eV) = -10.96
- energy relative to the best compared isomer or geometry (same formula, charge and spin) (eV) = 2.045


Entry 3:
The following is a DFT calculation (ωB97M-V/def2-TZVPD) of a structure of composition CHI2O2S2 at a distorted geometry.

Geometry as ORCA input:
```
! RIJCOSX wB97M-V def2-TZVPD def2/J DEFGRID3
* xyz -1 1
C -0.0046 0.7495 0.2339
O -1.1962 -1.5785 -0.4293
O 1.1661 -1.4213 -0.7607
S -0.2995 0.5167 -2.2372
S -0.1082 -0.7107 -0.7547
I 1.3844 -0.2114 2.8053
I -1.8337 1.3790 0.7409
H 0.8918 1.2767 0.4018
*
```

Properties
- E_LUMO (spin up / spin down) (eV) = 1.53 / 1.54
- Kohn-Sham gap (spin up / spin down) (eV) = 6.24 / 6.24
- highest occupied orbital energy (spin up / spin down) (eV) = -4.71 / -4.71
- energy relative to the best compared isomer or geometry (same formula, charge and spin) (eV) = 1.294


Entry 4:
The following is a DFT calculation (ωB97M-V/def2-TZVPD) of a cluster of 3 separate species, CHI3O in total at a distorted geometry.

Geometry as ORCA input:
```
! RIJCOSX wB97M-V def2-TZVPD def2/J DEFGRID3
* xyz 0 1
C -0.4268 -0.3241 1.9310
O 0.3121 -1.1601 1.6819
I -1.5430 1.4021 -0.4653
I 1.5991 -1.2598 -2.2767
I 2.7171 0.8670 -1.1071
H -2.6585 0.4749 0.2362
*
```

Properties
- E_LUMO (eV) = -1.79
- Kohn-Sham gap (eV) = 7.66
- highest occupied orbital energy (eV) = -9.45
- energy relative to the best compared isomer or geometry (same formula, charge and spin) (eV) = 0.078